C4H13N2 | the ωB97M-V functional and the def2-TZVPD basis

The net charge is +1. For the energy above the lowest of the compared OMol25 structures with the same formula, charge and spin, the calculation gives 175.6 kJ/mol. The HOMO-LUMO gap is 10.58 eV. The total energy comes out at -269.4338 Ha. Its SMILES is CNCC[NH2+]C. The spin multiplicity is 1.

Atoms and positions in Å:
C (-0.8122, -1.9864, 0.2727)
N (-1.1615, -0.5585, 0.4848)
C (-1.0981, 0.2952, -0.6866)
C (0.3443, 0.6252, -1.1832)
N (1.2345, 0.3674, -0.0390)
C (1.2966, 1.3887, 1.1084)
H (-1.7157, -2.5709, 0.0299)
H (-0.1834, -2.3694, 1.0849)
H (-0.2525, -2.1579, -0.6556)
H (-2.1228, -0.4622, 0.7871)
H (-1.7620, -0.0158, -1.5332)
H (-1.5554, 1.2396, -0.4010)
H (0.6055, -0.0223, -2.0345)
H (0.4895, 1.6534, -1.4894)
H (2.1428, 0.0656, -0.4098)
H (0.8804, -0.3810, 0.5806)
H (0.8010, 2.2935, 0.7405)
H (2.2961, 1.5258, 1.4895)
H (0.5729, 1.0700, 1.8539)